Below is a molecular structure, C36H37Cl2N4O3Sn at a distorted geometry, with properties calculated with ωB97M-V/def2-TZVPD.

Each line ends with the Mulliken charge.
Atoms and positions in Å:
Sn 0.666 -0.140 0.939  0.929
O 0.995 -1.912 -0.430  -0.318
C 1.836 -2.704 -1.006  -0.164
C 1.374 -3.970 -1.454  -0.496
C 2.157 -4.817 -2.204  -0.437
C 3.458 -4.456 -2.560  -0.881
C 3.941 -3.242 -2.116  -0.659
C 3.181 -2.363 -1.334  0.985
C 3.862 -1.138 -0.904  -0.707
N 3.461 -0.313 -0.033  0.295
C 4.324 0.808 0.284  -1.057
C 3.534 2.104 0.423  -0.101
N 2.782 1.995 1.649  -0.493
C 0.706 2.334 3.274  -0.885
C 1.068 2.139 4.710  0.987
C 0.684 3.402 5.430  -0.388
C -0.401 3.491 6.199  -0.579
C -1.249 2.325 6.416  -0.114
C -0.948 1.118 5.922  -0.782
C 0.300 0.899 5.170  0.111
O 0.698 -0.218 4.916  -0.603
H 0.357 -4.235 -1.188  0.434
H 1.752 -5.769 -2.529  0.370
H 4.077 -5.115 -3.156  0.380
H 4.956 -2.947 -2.365  0.322
H 4.852 -0.996 -1.372  0.156
H 5.116 0.930 -0.472  0.479
H 4.794 0.617 1.253  0.237
H 2.907 2.233 -0.469  0.018
H 4.243 2.946 0.444  0.367
H 2.133 1.924 4.862  0.358
H 1.286 4.277 5.214  0.377
H -0.698 4.437 6.634  0.357
H -2.154 2.453 7.000  0.369
H -1.572 0.250 6.093  0.412
N -1.380 -0.655 0.670  -0.517
C -2.598 -0.359 0.699  -0.977
C -3.539 -1.134 1.596  0.449
C -4.846 -1.441 1.228  -0.093
C -5.654 -2.208 2.057  -0.770
C -5.170 -2.661 3.276  -0.366
C -3.868 -2.353 3.653  -0.683
C -3.058 -1.605 2.815  -0.380
C -3.206 0.745 -0.129  0.517
C -4.262 1.524 0.335  -0.135
C -4.735 2.592 -0.416  -0.835
C -4.172 2.880 -1.651  -0.474
C -3.125 2.100 -2.125  -0.641
C -2.644 1.047 -1.365  -0.092
H -5.231 -1.084 0.280  0.463
H -6.665 -2.451 1.750  0.369
H -5.802 -3.252 3.927  0.367
H -3.481 -2.704 4.603  0.399
H -2.032 -1.379 3.083  0.586
H -4.695 1.316 1.305  0.485
H -5.539 3.207 -0.030  0.373
H -4.540 3.713 -2.237  0.366
H -2.672 2.325 -3.084  0.401
H -1.811 0.448 -1.706  0.682
O 0.952 0.817 -1.490  0.018
C 0.709 0.341 -2.602  -0.244
C 1.228 1.030 -3.842  -1.420
C 2.420 0.260 -4.432  -0.257
C 2.017 -0.921 -5.313  -1.095
C 1.227 -2.015 -4.600  0.388
C -0.097 -1.525 -4.013  -1.097
N 0.033 -0.808 -2.756  0.372
H 1.531 2.028 -3.529  0.502
H 0.438 1.133 -4.592  0.428
H 3.055 -0.088 -3.611  0.049
H 3.026 0.950 -5.024  0.472
H 2.918 -1.359 -5.750  0.395
H 1.419 -0.542 -6.151  0.361
H 1.825 -2.455 -3.798  -0.400
H 1.014 -2.818 -5.311  0.403
H -0.753 -2.371 -3.814  0.510
H -0.616 -0.894 -4.743  0.349
H -0.037 -1.343 -1.887  0.344
Cl 1.486 2.720 2.066  0.374
C 0.492 2.701 0.708  -0.498
Cl -1.055 3.458 0.833  -0.186
H 1.038 2.677 -0.220  0.420
H 1.972 4.065 2.098  0.039

Values from the calculation:
DFT total energy: -80900.632 eV
HOMO: -3.9 eV
Total charge: -1


Below is a molecular structure, C11H4N2O5V at a distorted geometry, with properties calculated with ωB97M-V/def2-TZVPD.

Each line ends with the Mulliken spin population.
Atoms and positions in Å:
O -2.339 -3.216 -1.041  -0.002
C -1.690 -2.331 -0.751  0.007
V 0.219 0.298 0.089  2.817
O -2.494 1.770 0.549  0.113
C -1.551 1.101 0.331  -0.071
C 1.627 -1.002 -0.299  -0.071
O 2.620 -1.605 -0.495  0.116
C 0.090 0.620 -1.849  -0.070
O 0.158 0.977 -2.930  0.096
C -0.005 -0.506 1.871  -0.072
O -0.017 -0.797 3.001  0.108
N 4.301 5.932 1.909  0.030
C 3.643 5.013 1.617  -0.008
C 2.808 3.881 1.244  0.049
C 1.706 4.073 0.381  -0.019
C 0.945 2.964 0.035  0.069
N 1.278 1.756 0.572  -0.133
C 2.335 1.533 1.400  0.067
C 3.126 2.610 1.771  -0.018
H 1.470 5.061 -0.021  -0.001
H 0.062 3.029 -0.633  -0.004
H 2.486 0.493 1.758  -0.002
H 3.974 2.445 2.437  -0.001

Values from the calculation:
DFT total energy: -50356.608 eV
HOMO (alpha / beta): -17.2 / -17.7 eV
Total charge: +2
2S+1: 4
⟨S²⟩: 3.774


Below is a molecular structure, C2H5IO2 at a distorted geometry, with properties calculated with ωB97M-V/def2-TZVPD.

Each line ends with the Mulliken spin population.
Atoms and positions in Å:
C 1.010 0.654 0.013  0.009
C -0.081 -0.319 0.348  0.023
O 0.015 -1.557 -0.151  0.012
O -1.454 0.424 -0.534  0.558
I -3.184 0.014 0.262  1.408
H 0.903 0.984 -1.019  0.008
H 1.974 0.157 0.127  0.001
H 0.973 1.522 0.662  -0.002
H -0.414 -0.356 1.379  -0.016
H 0.258 -1.522 -1.086  -0.001

Values from the calculation:
DFT total energy: -14346.355 eV
HOMO (alpha / beta): -6.3 / -9.0 eV
2S+1: 3
⟨S²⟩: 2.011


Below is a single C3H2O3 molecule at a distorted geometry, with properties calculated with ωB97M-V/def2-TZVPD.

Each line ends with the Mulliken charge.
Atoms and positions in Å:
O -1.472 0.547 1.857  -0.505
C -0.780 0.318 0.910  0.678
O -0.978 0.604 -0.351  -0.283
C 0.243 0.126 -1.136  -0.311
C 1.034 -0.443 -0.217  -0.075
O 0.470 -0.299 1.013  -0.306
H -0.513 0.105 -1.848  0.417
H 1.996 -0.959 -0.227  0.384

Values from the calculation:
DFT total energy: -9283.447 eV
HOMO: -10.1 eV
SMILES: O=c1occo1


Below is a molecular structure, CH4NO2P at a distorted geometry, with properties calculated with ωB97M-V/def2-TZVPD.

Each line ends with the Mulliken charge.
Atoms and positions in Å:
C -0.063 -0.788 0.018  -0.087
N -0.135 0.646 -0.222  -0.591
O -3.355 0.222 -0.524  -0.424
O -1.386 -1.173 0.115  -0.347
P -2.317 0.245 0.485  0.401
H 0.426 -1.283 -0.826  0.287
H 0.481 -1.048 0.937  0.227
H 0.589 1.050 -0.803  0.229
H -0.071 1.113 0.695  0.304

Values from the calculation:
DFT total energy: -15975.797 eV
HOMO: -9.7 eV


Below is a gas-phase ion, C2H3O5S2 (charge -1) at a distorted geometry, with properties calculated with ωB97M-V/def2-TZVPD.

Each line ends with the Mulliken charge.
Atoms and positions in Å:
C 2.114 -1.367 0.766  -0.376
C 0.138 0.768 -0.671  -0.283
O -1.389 -0.224 1.064  -0.566
O -3.327 1.176 0.494  -0.573
O -0.246 -1.829 -0.555  -0.601
O 2.119 -0.700 -0.429  -0.425
O -1.125 1.057 -0.992  -0.456
S -2.394 0.173 -0.015  0.674
S 0.355 -0.857 0.256  0.922
H 2.485 -0.515 1.411  0.080
H 0.742 0.792 -1.499  0.434
H 0.529 1.527 0.169  0.171

Values from the calculation:
DFT total energy: -34026.148 eV
HOMO: -4.0 eV
Total charge: -1


Below is a molecular structure, C33H32AsGeNTl at a distorted geometry, with properties calculated with ωB97M-V/def2-TZVPD.

Each line ends with the Mulliken charge.
Atoms and positions in Å:
Tl -1.827 0.482 -0.322  1.652
C -1.483 0.282 4.384  -1.071
C -2.061 -0.951 4.647  -0.541
C -2.483 -1.738 3.591  -0.916
C -2.345 -1.283 2.280  1.418
N -1.775 -0.090 2.048  -0.105
C -1.355 0.662 3.065  -0.237
C -2.792 -2.075 1.102  0.219
C -3.453 -3.297 1.262  -0.932
C -3.844 -4.046 0.166  -0.839
C -3.575 -3.599 -1.117  -0.684
C -2.934 -2.381 -1.297  -0.622
C -2.558 -1.625 -0.200  0.311
H -1.141 0.926 5.181  0.478
H -2.183 -1.302 5.663  0.462
H -2.916 -2.703 3.797  0.374
H -0.884 1.601 2.804  0.626
H -3.678 -3.677 2.248  0.325
H -4.365 -4.982 0.318  0.427
H -3.868 -4.185 -1.979  0.431
H -2.727 -2.033 -2.302  0.458
C -2.364 5.169 -2.630  -1.154
Ge -1.437 3.553 -2.009  0.340
C 0.263 3.978 -1.111  -0.798
C -1.127 2.304 -3.502  -0.831
C -2.555 2.590 -0.690  -1.430
H -1.734 5.718 -3.330  0.363
H -2.602 5.827 -1.794  0.358
H -3.291 4.905 -3.138  0.356
H 0.908 4.570 -1.760  0.423
H 0.794 3.061 -0.850  -0.030
H 0.080 4.548 -0.199  0.371
H -0.425 2.720 -4.225  0.372
H -2.060 2.088 -4.024  0.386
H -0.712 1.367 -3.129  0.062
H -3.565 2.407 -1.060  0.478
H -2.611 3.087 0.277  0.477
C 5.131 0.757 -3.017  -0.517
C 3.998 0.326 -3.693  -0.680
C 2.788 0.228 -3.024  -0.408
C 2.719 0.551 -1.673  0.976
C 3.845 0.999 -0.998  -0.131
C 5.053 1.098 -1.675  -0.674
As 1.025 0.249 -0.739  0.183
C 1.545 0.370 1.116  0.672
C 1.759 1.526 1.851  -0.498
C 2.084 1.428 3.197  -0.764
C 2.169 0.179 3.798  -0.869
C 1.949 -0.978 3.065  -0.519
C 1.639 -0.896 1.712  0.374
C 1.387 -2.030 0.804  0.819
C 1.422 -3.377 1.147  -0.735
C 1.155 -4.341 0.188  -0.861
C 0.859 -3.978 -1.119  -0.711
C 0.823 -2.637 -1.474  -0.940
C 1.090 -1.673 -0.518  0.032
H 6.076 0.829 -3.537  0.390
H 4.055 0.065 -4.741  0.414
H 1.902 -0.102 -3.554  0.312
H 3.792 1.260 0.051  0.356
H 5.932 1.438 -1.145  0.420
H 1.689 2.497 1.371  0.351
H 2.268 2.324 3.777  0.441
H 2.413 0.105 4.850  0.433
H 2.031 -1.944 3.547  0.434
H 1.664 -3.673 2.160  0.423
H 1.178 -5.388 0.463  0.429
H 0.654 -4.740 -1.860  0.450
H 0.593 -2.348 -2.494  0.424

Values from the calculation:
DFT total energy: -158272.405 eV
HOMO: -11.1 eV
Total charge: +1


Below is 2 unconnected molecules or ions with the total composition C4H9N3O2 at a distorted geometry, with properties calculated with ωB97M-V/def2-TZVPD.

Each line ends with the Mulliken charge.
Atoms and positions in Å:
H -1.709 1.294 -1.207  0.223
N -0.689 1.425 -1.281  -0.391
N -0.054 1.151 -0.282  0.183
C -0.250 0.964 1.052  0.616
C -0.457 2.294 1.758  -1.000
O -0.053 -0.078 1.637  -0.557
H -0.230 3.149 1.117  0.338
H -1.500 2.348 2.077  0.281
H 0.159 2.322 2.646  0.305
C -0.500 -2.077 -0.982  -0.919
C 0.794 -1.255 -1.284  0.517
N 1.724 -1.346 -0.293  -0.348
O 1.064 -0.858 -2.396  -0.617
H -0.882 -1.824 0.008  0.307
H -0.237 -3.137 -0.984  0.342
H -1.236 -1.880 -1.761  0.257
H 1.431 -1.554 0.648  0.230
H 2.626 -0.938 -0.472  0.231

Values from the calculation:
DFT total energy: -12857.485 eV
HOMO: -9.4 eV
SMILES: [H]/N=N\C(C)=O.CC(N)=O


Q: Which of these has the highest DFT total energy?
A: C3H2O3